Here is 12 unconnected molecules or ions with the total composition C93H207BrN10O in a non-equilibrium geometry from the Open Molecules 2025 dataset. Energies are from the ωB97M-V functional and the def2-TZVPD basis.

Properties
spin multiplicity = 1
energy = -186693.50543 eV
net charge = +8
Kohn-Sham gap = 7.487 eV

Each line ends with the Mulliken charge.
Cartesian coordinates (Å):
1 C 0.565 0.378 0.866  0.600
2 C 0.494 0.579 -0.735  1.195
3 C 0.563 -0.810 -1.440  -0.724
4 O -0.534 1.440 -1.004  0.236
5 H -0.287 -0.162 1.282  -0.537
6 H 0.304 1.290 1.403  -0.507
7 H 1.478 -0.030 1.300  0.096
8 H 1.423 1.094 -0.981  -0.596
9 H 0.334 -0.680 -2.498  -0.409
10 H -0.102 -1.595 -1.080  -0.404
11 H 1.583 -1.189 -1.502  0.410
12 C 4.038 0.509 4.993  -0.641
13 C 4.003 -0.920 5.613  -0.074
14 C 5.291 -1.760 5.516  -0.468
15 C 5.132 -3.287 5.803  -0.212
16 N 6.439 -4.151 5.777  0.242
17 C 7.368 -3.933 4.621  -0.843
18 C 6.822 -4.780 3.524  -0.297
19 C 6.400 -6.041 4.205  -0.461
20 C 6.148 -5.655 5.642  -0.544
21 C 7.252 -3.905 7.061  -1.028
22 H 5.063 0.874 5.060  0.579
23 H 3.393 1.215 5.515  -0.047
24 H 3.791 0.601 3.935  -0.127
25 H 3.085 -1.433 5.325  -0.430
26 H 3.762 -0.790 6.668  0.373
27 H 5.962 -1.348 6.269  0.291
28 H 5.670 -1.701 4.496  0.295
29 H 4.635 -3.849 5.011  -0.185
30 H 4.632 -3.446 6.759  0.346
31 H 8.320 -4.419 4.832  0.508
32 H 7.523 -2.868 4.450  0.479
33 H 7.500 -4.942 2.686  0.559
34 H 5.924 -4.347 3.082  -0.035
35 H 7.238 -6.722 4.056  0.380
36 H 5.522 -6.387 3.659  0.182
37 H 6.654 -6.320 6.342  0.406
38 H 5.093 -5.793 5.879  0.254
39 H 8.211 -4.422 7.096  0.415
40 H 6.551 -4.345 7.771  0.510
41 H 7.507 -2.868 7.277  0.296
42 C -3.803 2.378 4.568  -1.840
43 C -2.787 3.142 3.798  1.628
44 C -3.352 3.894 2.614  -0.634
45 C -2.265 4.446 1.708  -0.237
46 N -2.794 5.306 0.422  1.028
47 C -3.763 6.537 0.800  -0.908
48 C -3.615 7.572 -0.398  -0.822
49 C -2.256 7.407 -0.908  -0.593
50 C -1.663 6.177 -0.019  -0.338
51 C -3.396 4.453 -0.711  -1.361
52 H -4.646 2.989 4.888  0.477
53 H -3.404 1.747 5.363  0.465
54 H -4.352 1.721 3.893  0.327
55 H -2.239 2.359 3.275  -0.546
56 H -2.104 3.661 4.471  -0.361
57 H -4.049 4.662 2.951  0.614
58 H -4.028 3.224 2.083  0.226
59 H -1.649 3.697 1.210  -0.387
60 H -1.551 5.113 2.191  0.346
61 H -4.758 6.346 1.201  0.557
62 H -3.449 6.854 1.795  0.520
63 H -4.424 7.337 -1.089  0.369
64 H -3.991 8.485 0.064  0.446
65 H -2.185 7.390 -1.996  0.213
66 H -1.621 8.217 -0.552  0.439
67 H -0.921 5.524 -0.479  -0.084
68 H -1.020 6.607 0.748  0.517
69 H -2.669 3.758 -1.131  0.359
70 H -4.011 4.998 -1.428  0.418
71 H -4.132 3.904 -0.125  0.418
72 C -0.976 -0.135 5.224  -1.364
73 C 0.268 -0.741 4.531  0.019
74 C -0.140 -1.906 3.656  0.558
75 C 1.200 -2.612 3.364  -1.334
76 N 1.089 -3.842 2.401  0.947
77 C 2.286 -4.861 2.642  -0.194
78 C 1.745 -6.285 2.468  -1.240
79 C 0.266 -6.134 2.343  0.309
80 C -0.038 -4.758 2.908  -1.089
81 C 0.909 -3.365 0.934  -0.767
82 H -1.529 -0.730 5.951  0.420
83 H -1.608 0.391 4.509  0.100
84 H -0.532 0.700 5.767  0.171
85 H 0.965 -0.934 5.347  0.229
86 H 0.835 -0.053 3.904  0.064
87 H -0.725 -1.570 2.800  -0.554
88 H -0.789 -2.512 4.288  0.893
89 H 1.651 -2.945 4.299  0.547
90 H 1.906 -1.905 2.927  0.137
91 H 3.106 -4.580 1.981  0.687
92 H 2.605 -4.863 3.685  -0.094
93 H 2.122 -6.851 1.616  0.327
94 H 2.039 -6.841 3.358  0.375
95 H -0.075 -6.250 1.314  -0.474
96 H -0.400 -6.774 2.922  0.732
97 H -0.889 -4.283 2.419  0.356
98 H -0.067 -4.836 3.995  0.493
99 H 1.045 -4.111 0.151  0.680
100 H 1.566 -2.552 0.624  -0.016
101 H -0.047 -2.853 0.825  -0.163
102 C 2.469 -1.257 -7.128  -1.087
103 C 3.426 -2.476 -7.258  -1.099
104 C 4.400 -2.603 -5.939  -0.590
105 C 3.911 -3.279 -4.706  -0.749
106 N 4.796 -3.169 -3.405  0.931
107 C 5.977 -4.189 -3.535  -0.374
108 C 5.643 -5.307 -2.538  -0.955
109 C 5.010 -4.566 -1.379  -0.593
110 C 4.070 -3.729 -2.148  -0.074
111 C 5.168 -1.699 -3.185  -1.421
112 H 2.979 -0.299 -7.023  0.450
113 H 1.652 -1.398 -6.420  0.047
114 H 1.794 -0.868 -7.891  0.647
115 H 3.933 -2.303 -8.207  0.397
116 H 2.723 -3.262 -7.537  0.455
117 H 4.607 -1.538 -5.835  0.169
118 H 5.338 -3.055 -6.261  0.429
119 H 3.773 -4.346 -4.880  0.515
120 H 3.005 -2.804 -4.331  0.317
121 H 6.928 -3.832 -3.140  0.380
122 H 5.939 -4.633 -4.530  0.213
123 H 6.561 -5.822 -2.256  0.466
124 H 5.072 -6.149 -2.931  0.319
125 H 5.734 -3.973 -0.821  0.211
126 H 4.509 -5.247 -0.689  0.368
127 H 3.846 -2.926 -1.446  -0.146
128 H 3.286 -4.350 -2.581  0.302
129 H 5.704 -1.286 -4.039  0.487
130 H 5.777 -1.678 -2.281  0.493
131 H 4.248 -1.120 -3.106  0.439
132 C -1.389 -2.473 -5.889  -0.653
133 C -2.602 -2.460 -6.902  -1.093
134 C -3.211 -1.044 -6.960  1.042
135 C -4.616 -0.970 -7.696  -1.028
136 N -5.380 0.387 -7.561  0.261
137 C -4.659 1.590 -8.223  -0.439
138 C -4.952 2.757 -7.319  -0.953
139 C -4.860 2.216 -5.891  0.829
140 C -5.568 0.877 -6.083  -0.926
141 C -6.771 0.224 -8.160  -0.956
142 H -1.179 -3.435 -5.423  0.431
143 H -1.277 -1.741 -5.089  0.052
144 H -0.554 -2.246 -6.552  0.126
145 H -3.341 -3.120 -6.447  0.401
146 H -2.457 -2.882 -7.896  0.499
147 H -2.493 -0.391 -7.456  0.234
148 H -3.260 -0.630 -5.953  -0.562
149 H -5.247 -1.703 -7.193  0.393
150 H -4.633 -1.166 -8.768  0.451
151 H -4.848 1.787 -9.278  0.376
152 H -3.594 1.368 -8.295  0.210
153 H -5.927 3.227 -7.452  0.404
154 H -4.227 3.569 -7.368  0.437
155 H -5.462 2.872 -5.262  0.536
156 H -3.842 2.092 -5.521  -0.824
157 H -6.645 0.997 -5.962  0.232
158 H -5.245 0.150 -5.338  0.479
159 H -7.439 1.074 -8.018  0.382
160 H -7.180 -0.719 -7.798  0.426
161 H -6.536 -0.017 -9.197  0.446
162 C 0.789 7.608 -5.307  -0.952
163 C 1.448 6.693 -6.353  -0.933
164 C 1.617 5.191 -5.994  -0.864
165 C 0.195 4.430 -5.781  -0.804
166 N 0.114 3.710 -4.426  1.589
167 C -0.974 2.654 -4.611  0.308
168 C -0.248 1.281 -4.839  1.911
169 C 1.233 1.627 -5.043  -0.959
170 C 1.385 2.894 -4.180  0.116
171 C -0.074 4.551 -3.150  -1.009
172 H 1.288 7.444 -4.352  0.223
173 H -0.240 7.296 -5.128  0.196
174 H 0.832 8.675 -5.525  0.429
175 H 2.445 7.018 -6.650  0.495
176 H 0.940 6.648 -7.316  0.381
177 H 2.411 5.179 -5.247  0.196
178 H 2.153 4.752 -6.835  0.528
179 H 0.284 3.635 -6.522  0.449
180 H -0.693 5.043 -5.939  0.646
181 H -1.381 2.629 -3.600  -0.645
182 H -1.659 2.920 -5.416  0.017
183 H -0.460 0.661 -3.967  -1.517
184 H -0.537 0.770 -5.757  0.132
185 H 1.755 0.880 -4.445  0.170
186 H 1.511 1.677 -6.095  0.391
187 H 1.227 2.520 -3.168  -0.672
188 H 2.374 3.349 -4.223  0.301
189 H 0.715 5.289 -3.294  0.253
190 H 0.034 3.969 -2.234  0.056
191 H -1.084 4.959 -3.180  0.396
192 C 5.368 1.644 -2.777  -0.805
193 C 5.542 3.168 -2.763  -1.109
194 C 4.858 3.849 -1.532  -0.566
195 C 4.559 3.086 -0.216  -0.472
196 N 3.894 3.866 0.870  0.395
197 C 2.499 4.350 0.498  -0.687
198 C 1.559 4.172 1.728  0.810
199 C 2.289 3.383 2.748  0.542
200 C 3.554 2.866 2.066  -0.631
201 C 4.730 5.111 1.357  -0.900
202 H 6.050 1.267 -3.540  0.476
203 H 4.343 1.277 -2.822  0.091
204 H 5.762 1.404 -1.790  0.393
205 H 5.193 3.624 -3.689  0.373
206 H 6.627 3.274 -2.736  0.495
207 H 3.940 4.329 -1.871  0.267
208 H 5.413 4.771 -1.357  0.338
209 H 5.593 2.950 0.103  0.516
210 H 3.994 2.156 -0.283  0.158
211 H 2.443 5.298 -0.037  0.622
212 H 2.236 3.542 -0.185  -0.129
213 H 1.149 5.060 2.208  0.627
214 H 0.601 3.809 1.357  -1.051
215 H 2.406 4.103 3.558  0.558
216 H 1.703 2.633 3.278  -0.354
217 H 4.478 2.886 2.644  0.618
218 H 3.296 1.954 1.528  -0.479
219 H 4.130 5.520 2.170  0.369
220 H 4.794 5.811 0.525  0.373
221 H 5.715 4.685 1.550  0.342
222 C 0.940 3.258 5.987  0.883
223 C 1.137 4.437 7.031  -1.388
224 C -0.108 5.268 7.161  0.345
225 C -1.248 4.717 7.905  -1.002
226 N -2.331 5.732 8.478  0.394
227 C -3.139 6.474 7.314  -0.354
228 C -3.052 7.981 7.713  -0.577
229 C -1.859 8.173 8.545  -0.485
230 C -1.646 6.780 9.331  -0.690
231 C -3.462 5.032 9.287  -0.988
232 H 0.115 2.575 6.190  0.145
233 H 1.800 2.592 5.913  -0.304
234 H 0.851 3.677 4.985  -0.392
235 H 1.994 5.073 6.809  0.367
236 H 1.352 3.845 7.920  0.361
237 H -0.444 5.383 6.131  0.010
238 H 0.126 6.290 7.459  0.331
239 H -0.695 4.227 8.706  0.352
240 H -1.837 3.948 7.405  0.255
241 H -4.159 6.164 7.085  0.428
242 H -2.553 6.296 6.412  0.019
243 H -3.931 8.234 8.306  0.336
244 H -3.057 8.718 6.911  0.368
245 H -2.032 8.945 9.294  0.361
246 H -0.946 8.359 7.979  0.294
247 H -1.988 6.903 10.359  0.418
248 H -0.609 6.477 9.480  0.377
249 H -3.090 4.549 10.191  0.348
250 H -3.791 4.301 8.549  0.402
251 H -4.207 5.784 9.548  0.416
252 C -7.873 -1.413 2.506  -1.211
253 C -7.253 -1.979 1.157  -0.513
254 C -5.934 -1.280 1.027  -0.619
255 C -5.161 -1.514 -0.307  -1.060
256 N -4.036 -0.497 -0.440  1.358
257 C -4.592 0.932 -0.652  -0.552
258 C -4.580 1.123 -2.152  -0.605
259 C -3.470 0.275 -2.721  0.953
260 C -3.175 -0.824 -1.705  0.631
261 C -3.081 -0.454 0.798  -1.364
262 H -8.660 -2.055 2.900  0.414
263 H -8.263 -0.397 2.440  0.307
264 H -7.047 -1.526 3.208  0.334
265 H -7.973 -1.954 0.339  0.412
266 H -7.086 -3.051 1.268  0.315
267 H -5.323 -1.773 1.783  0.342
268 H -6.007 -0.227 1.299  0.284
269 H -5.732 -1.331 -1.217  0.542
270 H -4.714 -2.507 -0.351  0.543
271 H -3.862 1.596 -0.189  -0.115
272 H -5.602 1.090 -0.274  0.460
273 H -4.505 2.168 -2.450  0.549
274 H -5.534 0.687 -2.448  0.465
275 H -2.526 0.765 -2.960  -0.729
276 H -3.653 -0.252 -3.657  -0.359
277 H -2.154 -0.826 -1.322  -0.829
278 H -3.253 -1.856 -2.044  -0.493
279 H -3.578 -0.126 1.711  0.450
280 H -2.401 0.375 0.603  -0.121
281 H -2.615 -1.438 0.851  0.595
282 C -2.433 -4.299 -2.765  -0.972
283 C -2.436 -5.807 -3.083  -0.637
284 C -2.792 -6.722 -2.045  0.047
285 C -2.264 -8.242 -2.221  -1.210
286 N -2.138 -9.071 -0.925  0.242
287 C -1.368 -10.429 -1.112  -0.551
288 C -0.757 -10.782 0.190  -0.786
289 C -0.268 -9.505 0.774  -0.456
290 C -1.213 -8.336 0.129  -0.833
291 C -3.492 -9.436 -0.275  -0.953
292 H -1.740 -3.645 -3.295  0.074
293 H -2.088 -4.151 -1.742  0.184
294 H -3.442 -3.886 -2.771  0.457
295 H -1.408 -6.016 -3.380  0.472
296 H -3.009 -6.057 -3.977  0.313
297 H -3.843 -6.674 -1.758  0.381
298 H -2.275 -6.414 -1.136  0.009
299 H -1.309 -8.229 -2.747  0.403
300 H -2.892 -8.914 -2.806  0.593
301 H -2.069 -11.240 -1.305  0.313
302 H -0.715 -10.269 -1.970  0.444
303 H -1.548 -11.132 0.852  0.317
304 H 0.032 -11.504 -0.020  0.350
305 H -0.513 -9.514 1.836  0.296
306 H 0.804 -9.308 0.764  0.401
307 H -1.926 -7.854 0.798  0.475
308 H -0.656 -7.701 -0.561  0.470
309 H -4.120 -9.959 -0.995  0.407
310 H -4.191 -8.618 -0.105  0.341
311 H -3.321 -10.099 0.574  0.392
312 Br 4.260 -0.937 1.163  -0.658